Record 1
{"formula": "C4H6ClF", "method": "ωB97M-V with the def2-TZVPD basis set", "symbols": ["C", "C", "F", "C", "C", "Cl", "H", "H", "H", "H", "H", "H"], "xyz": [[0.2536, 0.2926, -1.6933], [-0.3954, 0.7446, -0.4424], [-1.0665, 1.9283, -0.5927], [-0.3690, 0.2511, 0.8041], [0.2286, -0.9711, 1.2883], [-1.0651, 1.1185, 2.1688], [0.4845, -0.7625, -1.5110], [1.1938, 0.8193, -1.8940], [-0.4307, 0.3549, -2.5143], [1.0265, -0.6043, 1.9190], [0.5648, -1.6157, 0.4792], [-0.4250, -1.5556, 1.9883]], "atomic_forces_ev_per_a": [[0.429, -1.044, 1.056], [-0.607, 1.124, 1.282], [0.322, -0.226, -0.187], [-1.174, 0.989, -0.773], [0.247, -1.383, 0.807], [-0.116, 0.255, -0.637], [0.183, 0.098, -0.437], [-0.321, 0.054, -0.018], [-0.289, 0.166, -0.534], [0.785, -0.548, 0.144], [0.269, -0.045, 0.157], [0.272, 0.560, -0.862]], "homo_lumo_gap_ev": 9.980, "e_lumo_ev": 0.92, "smiles": "C/C(F)=C(\\C)Cl"}

Record 2
{"formula": "C4H6ClF", "method": "ωB97M-V with the def2-TZVPD basis set", "symbols": ["C", "C", "F", "C", "C", "Cl", "H", "H", "H", "H", "H", "H"], "xyz": [[1.2652, 0.8288, -0.2659], [0.6767, -0.5089, 0.2445], [1.5926, -1.5753, -0.1439], [-0.7277, -0.7461, -0.1621], [-1.8036, -0.0340, 0.1097], [-3.4509, -0.4885, -0.1283], [0.6857, 1.7485, 0.0696], [2.2429, 0.9941, 0.1877], [1.4898, 1.0438, -1.3580], [0.7475, -0.5278, 1.3894], [-0.9574, -1.7249, -0.5509], [-1.7608, 0.9903, 0.6081]], "atomic_forces_ev_per_a": [[0.432, 1.680, -0.108], [1.835, 0.844, 0.839], [-1.662, 1.211, 0.099], [-0.912, -1.574, -0.170], [0.425, 2.644, 1.252], [0.196, -0.281, -0.265], [0.212, -1.388, -0.231], [0.061, -0.271, 0.235], [-0.857, -1.138, 0.998], [-0.101, 0.123, -1.578], [0.293, -0.370, -0.315], [0.075, -1.480, -0.756]], "homo_lumo_gap_ev": 10.649, "e_lumo_ev": 0.90, "smiles": "C[C@H](F)/C=C/Cl"}

Record 3
{"formula": "C4H6ClF", "method": "ωB97M-V with the def2-TZVPD basis set", "symbols": ["C", "C", "C", "Cl", "C", "F", "H", "H", "H", "H", "H", "H"], "xyz": [[0.5397, 1.1543, 2.1261], [0.0984, 1.3787, 0.6991], [-0.1097, 0.1737, -0.1736], [1.0151, -1.1191, -0.0475], [-1.1446, 0.2848, -1.0420], [-1.4890, -0.8179, -1.7917], [-0.3129, 0.7808, 2.8597], [0.6781, 2.1601, 2.4849], [1.3904, 0.4366, 2.4149], [-0.9493, 1.8295, 0.6593], [0.7693, 2.1123, 0.1362], [-1.7335, 1.1165, -1.2810]], "atomic_forces_ev_per_a": [[-1.232, -1.278, 2.604], [-0.596, 0.753, -1.390], [-1.446, 1.245, -0.882], [-0.454, -0.111, -0.231], [2.133, -3.785, 0.490], [0.237, 0.925, 0.127], [1.259, 0.500, -1.855], [0.773, 0.247, 0.576], [-0.943, 1.407, -1.141], [1.528, -0.044, 0.554], [-0.520, -0.924, 0.986], [-0.738, 1.065, 0.163]], "homo_lumo_gap_ev": 10.047, "e_lumo_ev": 0.81, "smiles": "CC/C(Cl)=C/F"}

Record 4
{"formula": "C4H6ClFO3S", "method": "ωB97M-V with the def2-TZVPD basis set", "symbols": ["C", "C", "C", "C", "O", "O", "O", "F", "S", "Cl", "H", "H", "H", "H", "H", "H"], "xyz": [[-0.2440, 1.3909, -0.1444], [-1.6239, 0.4732, -0.0037], [0.7527, 0.8530, 0.7056], [-0.8405, -1.7246, -0.4339], [1.7765, -0.3831, -1.3784], [2.1077, -1.4338, 0.9070], [-1.5548, -0.6969, -0.7499], [-0.6786, -2.1021, 0.8341], [1.9229, -0.2753, 0.1041], [3.6245, 0.7730, 0.2970], [0.0600, 1.1458, -1.1538], [-0.4430, 2.5600, -0.0823], [-1.7658, 0.2604, 1.0594], [-2.5258, 1.0126, -0.5153], [0.4079, 0.6698, 1.7437], [-0.9759, -2.5230, -1.1891]], "atomic_forces_ev_per_a": [[-1.881, 1.012, -1.823], [-0.898, 2.532, -0.448], [-0.187, -1.475, 2.115], [0.963, -1.231, -0.692], [0.209, 0.146, 3.134], [-0.186, -0.136, 0.405], [-0.585, 0.646, -0.226], [-0.610, 0.140, -0.002], [-0.527, 0.077, -3.926], [0.697, 0.499, 0.250], [0.034, 0.535, -0.584], [0.053, -2.542, 0.206], [-0.319, 0.096, -0.208], [1.709, -0.697, 1.376], [1.027, 0.131, -0.397], [0.502, 0.267, 0.821]], "homo_lumo_gap_ev": [9.746, 5.816], "e_lumo_ev": [0.49, -1.87]}

Record 5
{"formula": "C4H6ClN2", "method": "ωB97M-V with the def2-TZVPD basis set", "symbols": ["C", "C", "C", "C", "N", "N", "Cl", "H", "H", "H", "H", "H", "H"], "xyz": [[2.7858, 1.1239, 0.7785], [-1.8285, -1.9913, -1.4896], [0.0700, -0.4998, -1.0011], [1.6546, 0.5626, 0.4548], [-0.9122, -1.2327, -1.0000], [0.5638, -0.0244, 0.3037], [-1.4808, 1.8633, 1.4633], [3.5826, 0.4477, 1.0972], [3.1162, 2.1011, 0.4263], [-2.8767, -1.6792, -1.6901], [-1.6652, -2.8648, -2.0432], [-2.7033, 2.2018, 1.8332], [-0.3063, -0.0082, 0.8670]], "atomic_forces_ev_per_a": [[-0.395, -0.965, -1.277], [-0.497, 2.298, -0.024], [1.567, 1.227, -0.701], [1.085, 0.748, 1.211], [-2.172, -1.965, -0.892], [-1.844, -1.074, -1.130], [-1.118, 0.539, 0.364], [-0.245, 0.090, 0.302], [-0.498, 0.035, 0.305], [0.854, 0.571, 0.876], [1.162, -1.684, 0.127], [0.961, -0.352, -0.278], [1.140, 0.531, 1.119]], "homo_lumo_gap_ev": 8.383, "total_charge": 1, "e_lumo_ev": -4.76}

Record 6
{"formula": "C4H6ClN2P", "method": "ωB97M-V with the def2-TZVPD basis set", "symbols": ["C", "C", "C", "C", "N", "N", "P", "Cl", "H", "H", "H", "H", "H", "H"], "xyz": [[-0.6424, -1.6354, -0.5821], [-0.4679, -0.3182, -0.6711], [-1.1976, -2.2957, 0.6413], [0.2911, 1.2926, 0.9827], [-1.6664, -1.6386, 1.6263], [-0.7860, 0.6138, 0.2739], [-2.2306, 1.4125, 0.4216], [-3.4458, 0.3476, -0.7842], [-0.3466, -2.1700, -1.5098], [-0.0266, 0.1120, -1.5481], [-1.4466, -3.3835, 0.6009], [-0.1116, 1.8909, 1.7424], [0.8501, 0.4531, 1.3621], [0.8260, 1.8433, 0.3315]], "atomic_forces_ev_per_a": [[0.408, -0.079, -0.441], [0.505, -0.772, -0.603], [-1.533, 0.713, 0.273], [-1.218, -3.244, 0.497], [0.974, -1.063, -1.106], [-0.743, 0.397, 1.061], [-0.912, 1.072, 0.520], [-0.381, -0.379, -0.388], [-0.360, -0.145, 1.089], [0.336, -0.084, -0.768], [0.519, 0.519, 0.080], [-0.482, 0.797, 1.250], [0.750, 0.230, 0.671], [2.137, 2.037, -2.136]], "homo_lumo_gap_ev": [9.140, 6.592], "e_lumo_ev": [-0.10, -0.16]}